Density functional theory data (the ωB97M-V functional and the def2-TZVPD basis) for a structure of composition C31H46BiN10O2S.

ORCA input file:
```
! wB97M-V def2-TZVPD RIJCOSX def2/J DEFGRID3
* xyz 1 1
Bi 0.08 0.32 -0.03
O -1.47 -1.05 -1.11
C -2.44 -1.62 -0.39
C -3.65 -2.01 -0.99
C -4.71 -2.46 -0.23
C -4.60 -2.55 1.16
C -3.41 -2.23 1.76
C -2.32 -1.79 1.01
C -1.02 -1.54 1.61
N -0.81 -1.12 2.80
N 0.44 -1.11 3.26
C 1.35 -0.33 2.79
O 1.16 0.58 1.85
C 2.72 -0.43 3.35
C 2.98 -1.25 4.45
C 4.28 -1.40 4.90
C 5.33 -0.75 4.26
C 5.07 0.08 3.18
C 3.76 0.24 2.73
H -3.73 -1.93 -2.07
H -5.63 -2.73 -0.72
H -5.45 -2.88 1.74
H -3.28 -2.32 2.84
H -0.15 -1.91 1.04
H 2.16 -1.75 4.94
H 4.49 -2.02 5.77
H 6.34 -0.88 4.61
H 5.88 0.60 2.69
H 3.54 0.90 1.89
C 0.49 3.74 0.93
N 1.86 3.93 0.57
C 2.71 4.68 1.47
C 4.04 4.60 0.77
N 3.92 3.37 -0.01
C 5.01 3.10 -0.93
C 2.60 3.00 -0.12
N 2.09 1.98 -0.75
C 3.01 1.12 -1.48
C 2.49 -0.29 -1.80
N 1.90 -1.08 -0.73
C 2.50 -2.02 -0.05
N 1.76 -3.03 0.52
C 0.65 -3.65 -0.19
C 2.59 -3.86 1.38
C 4.01 -3.43 1.03
N 3.80 -2.20 0.27
C 4.98 -1.50 -0.17
H 0.08 4.70 1.25
H 0.36 3.02 1.74
H -0.06 3.41 0.05
H 2.73 4.22 2.47
H 2.34 5.70 1.58
H 4.89 4.55 1.45
H 4.18 5.46 0.10
H 5.62 4.00 -1.02
H 4.66 2.84 -1.93
H 5.66 2.31 -0.56
H 3.95 1.03 -0.94
H 3.23 1.56 -2.46
H 3.31 -0.83 -2.28
H 1.70 -0.19 -2.56
H 0.23 -2.95 -0.91
H -0.13 -3.95 0.51
H 0.99 -4.54 -0.72
H 2.41 -4.92 1.17
H 2.35 -3.67 2.43
H 4.54 -4.17 0.43
H 4.60 -3.21 1.92
H 5.71 -1.50 0.64
H 4.75 -0.47 -0.41
H 5.43 -1.98 -1.04
C -4.26 5.28 -1.76
C -3.02 4.40 -1.82
N -3.05 3.40 -0.76
C -2.71 2.10 -0.72
S -2.35 1.44 0.83
N -2.66 1.31 -1.79
C -3.20 1.57 -3.12
C -2.12 1.92 -4.15
H -4.21 6.06 -2.52
H -4.35 5.75 -0.79
H -5.16 4.68 -1.94
H -2.13 5.02 -1.68
H -2.93 3.92 -2.79
H -3.11 3.79 0.17
H -2.38 0.34 -1.59
H -3.95 2.35 -3.05
H -3.70 0.65 -3.43
H -1.45 2.69 -3.77
H -2.59 2.29 -5.06
H -1.53 1.04 -4.40
*
```

Orbital gap = 0.2567 Eh
DFT total energy = -68559.1866 eV
HOMO level = -9.84 eV
Maximum force = 0.89 eV/Å